{
  "formula": "C43H43I2N7OSbTi",
  "method": "the ωB97M-V functional and the def2-TZVPD basis",
  "elements": ["Ti", "I", "C", "C", "C", "I", "C", "O", "C", "C", "N", "C", "C", "C", "C", "C", "C", "N", "C", "H", "H", "H", "H", "H", "H", "H", "H", "H", "H", "H", "C", "C", "C", "C", "C", "C", "N", "C", "C", "C", "C", "C", "C", "N", "N", "C", "C", "C", "C", "C", "N", "H", "H", "H", "H", "H", "H", "H", "H", "H", "H", "H", "H", "H", "C", "C", "Sb", "C", "C", "C", "C", "H", "H", "H", "H", "H", "H", "H", "H", "H", "H", "H", "H", "H", "H", "H", "N", "C", "C", "C", "C", "C", "C", "C", "H", "H", "H", "H"],
  "xyz": [[-0.17096, -0.57587, 1.61202], [-7.70228, -0.71285, -0.35525], [-5.80003, -1.00396, 0.46283], [-5.30062, -2.28525, 0.61047], [-4.02821, -2.45799, 1.12721], [-3.27591, -4.39607, 1.29811], [-3.20007, -1.38121, 1.51964], [-1.99931, -1.57217, 1.96869], [-3.76408, -0.08534, 1.36622], [-2.97789, 1.11842, 1.80767], [-1.64097, 1.19720, 1.20612], [-1.62765, 1.45922, -0.23009], [-1.87333, 0.17527, -0.97352], [-2.69922, 0.09268, -2.08240], [-2.90376, -1.14173, -2.67252], [-2.28068, -2.25183, -2.12776], [-1.46382, -2.07891, -1.02606], [-1.25206, -0.88763, -0.46346], [-5.03361, 0.08610, 0.84268], [-5.88611, -3.14542, 0.31696], [-3.55624, 2.02192, 1.57544], [-2.83057, 1.08562, 2.88820], [-1.10243, 1.92080, 1.68353], [-2.36626, 2.21533, -0.52563], [-0.63253, 1.83580, -0.48678], [-3.19210, 0.98276, -2.45136], [-3.55819, -1.23864, -3.52940], [-2.42812, -3.24374, -2.53122], [-0.97545, -2.92538, -0.56257], [-5.42383, 1.09079, 0.72811], [1.54298, -3.95109, -2.52268], [1.62716, -4.23741, -1.16805], [1.62865, -3.21422, -0.22676], [1.52701, -1.88244, -0.62910], [1.45882, -1.60449, -1.99739], [1.46787, -2.62364, -2.93265], [1.41927, -0.84429, 0.31822], [2.40592, 0.12072, 0.30858], [3.57147, 0.15359, -0.46028], [4.46725, 1.20846, -0.31773], [4.22564, 2.22540, 0.59892], [3.08031, 2.19887, 1.38605], [2.16883, 1.15998, 1.22978], [0.99383, 0.98378, 1.92762], [0.72931, 1.96793, 2.87692], [-0.10065, 1.47838, 3.76544], [-0.52458, 2.23684, 4.90899], [-1.33805, 1.66211, 5.82773], [-1.77417, 0.32036, 5.65325], [-1.37482, -0.34201, 4.52965], [-0.58829, 0.20860, 3.57821], [1.53849, -4.75045, -3.25323], [1.69383, -5.26588, -0.83417], [1.69162, -3.43626, 0.83030], [1.35916, -0.57244, -2.31255], [1.39283, -2.38328, -3.98717], [3.78521, -0.64739, -1.15597], [5.37064, 1.22125, -0.91667], [4.93548, 3.03642, 0.70971], [2.87150, 2.96826, 2.11561], [-0.15536, 3.24847, 5.00755], [-1.65093, 2.22297, 6.70097], [-2.40363, -0.17066, 6.38096], [-1.69357, -1.35622, 4.32974], [3.27768, 1.24037, -4.10787], [2.27557, 2.21477, -4.72401], [0.32118, 2.04974, -3.81733], [-0.75741, 3.05554, -5.40753], [-0.11865, 4.32762, -5.95191], [0.53754, 3.76053, -2.52142], [1.67443, 3.55460, -1.52331], [4.26360, 1.33326, -4.57038], [2.95178, 0.20511, -4.23212], [3.39837, 1.40559, -3.03572], [2.14625, 2.01953, -5.79180], [2.61510, 3.24816, -4.62277], [-1.76229, 3.25693, -5.02848], [-0.87300, 2.31305, -6.20104], [-0.04021, 5.09882, -5.18472], [-0.70359, 4.74711, -6.77498], [0.88805, 4.13893, -6.32879], [-0.41666, 3.90251, -2.00675], [0.70953, 4.64602, -3.13568], [1.57039, 2.62976, -0.95072], [1.73095, 4.37078, -0.80023], [2.64101, 3.49914, -2.02733], [3.15820, -5.86149, 5.89935], [2.63513, -5.06984, 5.24746], [1.98007, -4.08503, 4.43225], [0.64185, -4.24213, 4.08261], [0.02087, -3.28645, 3.28915], [0.69521, -2.15980, 2.81017], [2.04353, -2.03311, 3.18112], [2.68142, -2.96451, 3.98070], [0.09591, -5.11025, 4.43261], [-1.02174, -3.42690, 3.03539], [2.61574, -1.17875, 2.83281], [3.72146, -2.83777, 4.25564]],
  "forces_ev_per_a": [[-0.05, -0.05, 0.09], [0.01, 0.00, 0.00], [-0.03, 0.01, -0.01], [0.00, -0.02, -0.01], [0.03, 0.02, -0.01], [-0.01, -0.01, 0.00], [-0.06, 0.02, 0.00], [0.11, 0.03, -0.02], [0.02, -0.02, -0.01], [0.00, 0.00, 0.00], [0.03, 0.00, 0.01], [-0.04, 0.01, -0.02], [0.02, 0.06, 0.02], [-0.01, -0.01, -0.02], [-0.02, 0.02, 0.01], [0.01, -0.01, 0.00], [0.00, 0.01, 0.01], [-0.04, -0.04, -0.06], [0.01, 0.00, 0.01], [0.00, 0.00, 0.00], [0.00, 0.01, 0.00], [0.00, 0.01, 0.01], [-0.02, 0.01, 0.00], [0.01, 0.00, 0.01], [0.01, -0.01, 0.00], [0.00, 0.00, 0.00], [0.00, 0.00, 0.00], [0.01, 0.00, 0.00], [0.01, -0.01, 0.00], [0.00, 0.00, 0.00], [0.01, 0.00, 0.00], [0.00, 0.00, -0.01], [-0.01, 0.02, 0.01], [-0.03, -0.02, 0.02], [-0.01, -0.02, -0.03], [0.00, -0.01, 0.00], [0.01, -0.01, 0.04], [0.01, -0.01, 0.00], [-0.02, 0.00, 0.00], [0.02, 0.00, 0.01], [-0.01, -0.01, 0.00], [0.02, 0.01, 0.00], [-0.01, 0.04, 0.00], [0.02, -0.04, -0.01], [-0.02, 0.06, 0.00], [-0.03, -0.01, 0.01], [0.01, 0.01, -0.01], [-0.01, -0.01, -0.01], [0.00, 0.00, 0.01], [0.00, 0.00, -0.01], [0.01, -0.04, 0.02], [0.00, 0.00, 0.00], [0.00, 0.00, 0.00], [0.00, -0.01, -0.02], [0.00, 0.01, 0.01], [0.00, 0.00, 0.00], [0.00, -0.01, -0.01], [0.00, 0.00, 0.00], [0.00, 0.00, 0.00], [0.00, 0.00, 0.00], [0.00, 0.00, 0.01], [0.00, 0.00, 0.00], [0.00, 0.00, 0.00], [0.00, 0.00, 0.00], [-0.01, 0.00, -0.02], [0.00, -0.01, 0.00], [0.00, 0.00, 0.00], [0.00, -0.01, 0.00], [0.00, 0.00, -0.01], [-0.02, -0.01, 0.02], [-0.01, 0.00, -0.02], [0.00, 0.01, 0.00], [0.00, 0.00, 0.00], [0.01, 0.00, 0.00], [0.01, 0.00, 0.00], [-0.01, 0.00, 0.00], [0.00, 0.00, 0.01], [0.00, 0.01, 0.00], [0.00, 0.00, 0.00], [0.00, 0.00, 0.00], [0.00, 0.00, 0.00], [0.01, 0.01, 0.00], [0.01, 0.01, 0.00], [0.00, 0.01, 0.00], [0.00, 0.00, 0.00], [0.01, 0.00, 0.00], [0.00, 0.00, 0.00], [-0.01, 0.00, 0.00], [0.01, 0.03, -0.01], [0.02, 0.00, -0.02], [-0.02, 0.01, 0.03], [0.00, -0.03, -0.01], [0.00, 0.02, 0.02], [0.02, -0.01, 0.00], [0.00, 0.00, 0.00], [-0.01, 0.01, 0.00], [-0.01, -0.01, 0.00], [0.00, -0.01, 0.00]],
  "molar_mass_g_mol": 1097.30,
  "fmax_ev_per_a": 0.1,
  "total_charge": -1,
  "homo_lumo_gap_ha": 0.2112,
  "total_energy_ha": -3808.1806,
  "lumo_ev": 1.884
}

{
  "formula": "C43H43MoNO4P2",
  "method": "the ωB97M-V functional and the def2-TZVPD basis",
  "elements": ["Mo", "N", "C", "C", "C", "O", "O", "H", "H", "H", "H", "H", "H", "O", "C", "C", "C", "C", "C", "C", "P", "C", "C", "C", "C", "C", "C", "C", "C", "C", "C", "C", "C", "C", "C", "C", "C", "C", "C", "P", "C", "C", "C", "C", "C", "C", "C", "C", "C", "C", "C", "C", "H", "H", "H", "H", "H", "H", "H", "H", "H", "H", "H", "H", "H", "H", "H", "H", "H", "H", "H", "H", "H", "H", "H", "H", "H", "H", "H", "H", "C", "C", "C", "C", "O", "H", "H", "H", "H", "H", "H", "H", "H", "H"],
  "xyz": [[0.39417, -0.34357, 0.16656], [2.29288, -0.99265, 1.37894], [2.49942, -0.47498, 2.76367], [1.20558, -0.40044, 3.57404], [0.28776, 0.69573, 3.09951], [-0.23150, 1.53740, 3.76324], [0.12924, 0.66936, 1.75222], [2.22568, -2.00689, 1.41388], [3.13032, -0.79544, 0.83372], [2.95043, 0.50884, 2.67492], [3.21229, -1.11295, 3.28604], [1.42602, -0.23142, 4.62539], [0.65910, -1.34687, 3.50062], [-1.49733, 1.79987, -0.46386], [-2.84201, 1.49239, -0.58217], [-3.72626, 2.33330, -1.24159], [-5.05515, 1.96128, -1.35118], [-5.50212, 0.75346, -0.82424], [-4.59969, -0.10488, -0.22824], [-3.25461, 0.25558, -0.10285], [-2.05735, -0.98719, 0.42304], [-2.50144, -2.43677, -0.56457], [-3.09827, -3.57481, -0.02948], [-3.45044, -4.62666, -0.86631], [-3.22240, -4.54029, -2.23138], [-2.64571, -3.39567, -2.77058], [-2.28138, -2.35015, -1.93979], [-2.31154, -1.37491, 2.16113], [-3.00825, -0.50057, 2.98958], [-3.10663, -0.76894, 4.34835], [-2.51448, -1.90509, 4.87888], [-1.81025, -2.77800, 4.05590], [-1.69656, -2.50891, 2.70238], [-1.07851, 3.04353, -0.01970], [-1.91315, 3.99998, 0.53056], [-1.38425, 5.23807, 0.86646], [-0.04292, 5.52707, 0.65483], [0.79252, 4.53867, 0.16738], [0.28914, 3.27571, -0.14377], [1.35839, 1.90863, -0.61132], [1.74301, 1.97449, -2.36634], [2.50516, 3.02790, -2.87514], [2.77343, 3.08959, -4.23145], [2.28280, 2.10679, -5.08500], [1.52045, 1.06227, -4.58469], [1.24945, 0.99591, -3.22504], [2.91324, 2.13309, 0.28644], [4.08440, 1.57791, -0.23381], [5.27016, 1.65745, 0.48314], [5.29761, 2.30353, 1.71312], [4.13525, 2.85597, 2.23481], [2.93990, 2.75689, 1.53628], [-3.37519, 3.26590, -1.66183], [-5.74782, 2.61731, -1.86186], [-6.54298, 0.47352, -0.90891], [-4.93019, -1.07358, 0.12829], [-3.30518, -3.64657, 1.03024], [-3.91483, -5.51004, -0.44798], [-3.50428, -5.35977, -2.87961], [-2.48770, -3.31941, -3.83879], [-1.84089, -1.45524, -2.36778], [-3.47283, 0.38802, 2.58103], [-3.64857, -0.08786, 4.99083], [-2.60144, -2.11491, 5.93667], [-1.35624, -3.66896, 4.47078], [-1.14865, -3.19462, 2.06299], [-2.96071, 3.79875, 0.69481], [-2.03884, 5.98821, 1.29063], [0.35191, 6.50453, 0.89330], [1.84980, 4.74190, 0.05155], [2.89450, 3.79605, -2.21630], [3.36523, 3.90499, -4.62597], [2.49563, 2.16058, -6.14462], [1.13489, 0.30254, -5.25226], [0.64885, 0.18052, -2.83960], [4.07949, 1.11051, -1.21265], [6.17798, 1.23856, 0.06869], [6.22792, 2.38309, 2.26027], [4.15643, 3.36350, 3.19073], [2.03654, 3.17501, 1.96283], [1.19382, -2.94046, -2.89334], [1.49021, -2.95804, -1.40589], [0.78580, -4.09247, -0.68809], [2.98675, -2.93809, -1.15070], [0.92064, -1.69988, -0.87407], [1.50997, -3.88859, -3.33003], [1.74246, -2.13923, -3.38990], [0.12651, -2.82320, -3.07369], [1.21718, -5.04308, -1.00539], [-0.28006, -4.10143, -0.91793], [0.91941, -4.01209, 0.39376], [3.45185, -3.74179, -1.72232], [3.23330, -3.10997, -0.10238], [3.42374, -1.99686, -1.48803]],
  "forces_ev_per_a": [[0.46, 0.18, -0.12], [-0.01, 0.08, 0.15], [-0.05, -0.01, 0.05], [0.04, -0.09, -0.04], [0.06, 0.03, -0.30], [-0.05, 0.00, 0.15], [-0.07, 0.19, 0.31], [0.01, 0.01, 0.03], [-0.02, 0.01, 0.01], [0.01, 0.05, 0.00], [0.01, -0.03, -0.02], [0.05, 0.01, 0.01], [0.01, 0.00, 0.03], [-0.01, 0.03, 0.10], [0.03, 0.02, -0.01], [0.00, 0.02, 0.01], [-0.02, 0.00, 0.00], [0.00, 0.01, -0.01], [-0.02, 0.00, 0.00], [-0.02, -0.05, -0.02], [-0.15, 0.07, -0.23], [-0.02, -0.02, 0.03], [-0.02, 0.00, 0.00], [0.00, -0.01, 0.00], [0.00, -0.02, 0.00], [0.00, 0.02, 0.00], [-0.05, -0.04, -0.02], [0.06, 0.04, 0.05], [-0.02, -0.01, 0.01], [0.00, 0.00, 0.00], [0.00, 0.00, 0.00], [-0.01, 0.00, 0.01], [0.01, 0.00, -0.01], [-0.03, -0.08, -0.05], [0.01, 0.00, 0.00], [0.01, 0.02, -0.01], [-0.05, -0.01, 0.01], [0.01, 0.01, 0.01], [0.06, 0.07, -0.04], [-0.14, -0.27, 0.15], [-0.03, -0.03, -0.03], [0.02, 0.01, 0.00], [0.00, 0.00, -0.02], [0.01, 0.02, 0.00], [-0.01, 0.00, 0.00], [0.02, 0.03, -0.03], [-0.06, 0.04, 0.06], [0.03, 0.00, -0.02], [-0.02, -0.01, -0.03], [0.00, 0.01, 0.02], [0.02, -0.02, 0.02], [0.02, 0.00, -0.02], [-0.01, 0.00, 0.01], [0.01, -0.01, 0.01], [0.01, 0.00, 0.00], [0.01, 0.01, -0.01], [0.01, 0.01, -0.02], [0.01, 0.01, -0.01], [0.00, 0.01, 0.01], [0.00, 0.00, 0.01], [0.01, 0.03, 0.01], [0.01, 0.00, 0.00], [0.01, -0.01, -0.01], [0.00, 0.00, -0.01], [-0.01, 0.02, -0.01], [0.00, 0.01, 0.00], [-0.01, -0.01, -0.01], [0.02, -0.01, 0.00], [0.00, 0.00, 0.00], [-0.02, 0.00, 0.00], [-0.01, -0.03, 0.00], [-0.01, -0.02, 0.00], [0.00, 0.00, 0.01], [0.00, 0.01, 0.01], [-0.02, -0.04, 0.03], [0.00, 0.00, 0.00], [-0.01, 0.00, 0.01], [-0.01, 0.00, -0.01], [0.00, -0.01, -0.01], [0.01, -0.02, 0.00], [0.02, -0.04, -0.06], [-0.09, 0.27, 0.04], [0.02, -0.08, -0.01], [0.03, -0.06, -0.01], [-0.06, -0.45, -0.17], [0.00, 0.01, 0.00], [-0.02, 0.02, 0.01], [0.03, 0.00, 0.01], [-0.02, 0.02, 0.00], [0.01, 0.01, 0.01], [0.01, 0.00, 0.00], [0.00, 0.01, 0.02], [0.01, 0.01, -0.01], [0.00, 0.01, 0.00]],
  "molar_mass_g_mol": 795.71,
  "fmax_ev_per_a": 0.5,
  "multiplicity": 3,
  "total_charge": 2,
  "homo_lumo_gap_ha": [0.2598, 0.2711],
  "total_energy_ha": -2770.5670,
  "lumo_ev": [-6.406, -6.279]
}